1.
The following is a quantum chemistry calculation of the ion C7H14N with charge +1 in a non-equilibrium geometry, from OMol25.

E ... -8968.112 eV
F_max ... 2.112 eV Å⁻¹
Kohn-Sham gap ... 9.483 eV
Energy above the lowest of the compared OMol25 structures with the same formula, charge and spin ... 22.3 kcal per mole
Total charge ... +1
E_LUMO ... -0.1243 Ha
SMILES ... C=CC(=C)C[C@@H](C)[NH3+]

The geometry in XYZ format:
```
22
C7H14N | OMol25 | ωB97M-V with the def2-TZVPD basis set
N -1.70564 -0.42823 -0.34994
C -0.36493 -1.12231 -0.64626
C 0.78949 -0.42245 0.05259
C -0.41488 -2.59979 -0.38578
C 0.43854 1.85062 2.14333
C 0.69760 1.08267 -0.23849
C 0.09642 1.85046 0.85469
C 1.36050 1.63114 -1.24986
H 1.05021 1.13143 2.66385
H -2.41993 -1.06341 -0.70709
H -0.51439 2.70126 0.56444
H 0.84230 -0.54350 1.14464
H -1.77866 -0.21442 0.65444
H -1.35546 -3.14099 -0.43133
H 1.72446 -0.81094 -0.36552
H 0.20295 -3.11329 -1.14152
H 0.10979 -2.91336 0.52108
H 1.42000 2.72356 -1.25558
H 0.10946 2.71330 2.72283
H -1.91573 0.48431 -0.77614
H -0.23316 -0.90686 -1.73577
H 1.86106 1.11079 -2.03859
```

2.
The following is a quantum chemistry calculation of a structure of composition C34H36AuNO7P4 in a non-equilibrium geometry, from OMol25.

E ... -92504.049 eV
F_max ... 2.831 eV Å⁻¹
Kohn-Sham gap (alpha / beta) ... 4.801 / 4.801 eV
Energy above the lowest of the compared OMol25 structures with the same formula, charge and spin ... 15.0 kcal per mole
Total charge ... +2
E_LUMO (alpha / beta) ... -0.2975 / -0.2975 Ha

The geometry in XYZ format:
```
83
C34H36AuNO7P4 | OMol25 | ωB97M-V with the def2-TZVPD basis set
Au -0.18233 -0.10635 -0.02140
P -0.90406 1.67304 1.44323
P 1.93846 -1.54085 2.05666
P 0.74341 -3.12713 -0.22396
P -1.85543 0.47149 -1.56294
O 0.58557 -1.95812 2.83146
O 1.59614 -0.35729 1.18472
O 3.09219 -1.48309 2.95396
O 0.54055 -1.96480 -1.12793
O 0.89827 -4.47345 -1.03134
O 2.03471 -4.16919 1.70808
O -0.52952 -3.37987 0.65790
N -3.24879 2.34451 0.06541
C -4.42057 2.96480 0.48035
C -4.52563 4.36637 0.49004
C 3.48995 -2.91392 0.17559
C -2.16257 1.99616 3.91562
C 0.03728 1.28376 -3.25188
C -5.70727 4.97371 0.86016
C -2.83217 1.50818 5.02262
C 2.12204 3.04321 3.71465
C -6.80217 4.21016 1.24866
C -1.76124 2.90303 -3.06902
C 0.67871 2.09401 -4.16657
C -1.09794 3.70876 -3.98033
C -3.34823 1.09621 -0.64172
C 2.18219 -3.03430 0.91337
C -2.30929 -0.19359 2.88425
C -1.96975 2.84960 0.42197
C 0.93437 3.77254 1.30319
C -2.59363 -2.14081 -2.10776
C -3.64865 -2.82738 -4.15350
C -5.53996 2.20228 0.85426
C -3.10835 -0.51269 -3.83297
C 0.11294 3.30979 -4.52669
C -1.18893 1.68434 -2.71192
C -1.89374 1.13690 2.84868
C 0.42623 2.70733 2.05001
C -3.00043 -0.66227 3.98708
C 2.01232 4.48629 1.79084
C 2.60268 4.12672 2.99470
C -3.25258 0.18498 5.05649
C 1.04411 2.32034 3.24409
C -3.64173 -1.51904 -4.61557
C -6.70738 2.82209 1.24856
C -2.58953 -0.82798 -2.57575
C -3.12859 -3.13662 -2.90528
H -2.15673 -2.37296 -1.14517
H -4.18782 1.13992 -1.35175
H 0.49733 4.04295 0.35201
H -5.78948 6.04904 0.82191
H -3.12763 -4.15940 -2.56094
H -1.52628 4.65531 -4.27074
H -5.47710 1.12490 0.88395
H -4.05835 -3.60993 -4.77272
H 3.44322 -2.06179 -0.50262
H -1.83267 3.02544 3.88714
H 0.80086 -2.31119 3.69850
H 3.44083 4.69289 3.36890
H -2.04644 -0.85504 2.06507
H -2.71117 3.21489 -2.65362
H -3.76219 -0.19336 5.92932
H 1.49038 -4.44803 -1.78616
H -1.36206 3.05704 -0.47293
H 3.69049 -3.82906 -0.38759
H -3.01192 2.15143 5.87115
H -3.55434 0.25756 0.05152
H 2.59071 2.76324 4.64507
H -2.08034 3.76302 1.01331
H -3.70012 4.96952 0.14596
H 2.84181 -4.32657 2.22133
H -7.72089 4.69059 1.54636
H -0.43551 -4.14112 1.24122
H -4.04231 -1.29112 -5.59121
H 0.61658 3.94487 -5.23906
H -7.55185 2.22551 1.56115
H -3.32693 -1.69107 4.01962
H 0.46062 0.33444 -2.94201
H 0.67872 1.45822 3.78567
H 4.30703 -2.74454 0.87788
H -3.08804 0.50649 -4.19345
H 1.61926 1.78785 -4.59575
H 2.39601 5.32673 1.23441
```

3.
The following is a quantum chemistry calculation of a cluster of 2 separate species, C4H8NO3 in total in a non-equilibrium geometry, from OMol25.

E ... -11911.134 eV
F_max ... 5.721 eV Å⁻¹
Kohn-Sham gap ... 7.981 eV
Energy above the lowest of the compared OMol25 structures with the same formula, charge and spin ... 49.8 kcal per mole
Total charge ... -1
E_LUMO ... 0.1453 Ha

The geometry in XYZ format:
```
16
C4H8NO3 | OMol25 | ωB97M-V with the def2-TZVPD basis set
O -0.86628 -0.65754 -0.52589
O -0.61436 2.03576 1.53776
O 0.51967 -0.51279 -2.25762
N 0.30248 0.44733 2.85696
C 1.58121 1.14939 0.86056
C 0.28857 1.27592 1.65986
C -0.97876 -2.30333 -2.46557
C -0.37681 -1.07865 -1.61069
H -0.42851 -3.13426 -2.51019
H 2.46529 0.51783 1.19933
H -0.63085 -2.06159 -3.45704
H -2.12840 -2.22233 -2.46147
H 1.19916 0.50974 -0.02663
H 0.84928 -0.43727 2.75371
H 1.76987 2.19135 0.51632
H -0.61069 0.32196 3.28826
```

4.
The following is a quantum chemistry calculation of a structure of composition C4H7N2 in a non-equilibrium geometry, from OMol25.

E ... -7230.595 eV
F_max ... 6.204 eV Å⁻¹
Kohn-Sham gap ... 9.470 eV
Energy above the lowest of the compared OMol25 structures with the same formula, charge and spin ... 118.6 kcal per mole
Total charge ... +1
E_LUMO ... -0.1876 Ha

The geometry in XYZ format:
```
13
C4H7N2 | OMol25 | ωB97M-V with the def2-TZVPD basis set
N -0.47192 -1.54781 -0.10023
N 0.43033 0.61470 -0.50818
C -1.32369 -0.74860 0.35112
C 0.60777 -0.90822 -0.71625
C -0.90473 0.67972 0.07351
C 0.87236 0.93682 0.86907
H 0.71680 1.07268 -1.40095
H 0.82939 1.78037 1.39845
H -1.60134 1.47929 -0.15908
H 1.01031 0.03616 1.33071
H 1.48127 -1.34713 -0.28920
H -2.22174 -0.85824 0.93849
H 0.57519 -1.18974 -1.78746
```

5.
The following is a quantum chemistry calculation of the molecule C8H8N4 in a non-equilibrium geometry, from OMol25.

E ... -14383.053 eV
F_max ... 7.016 eV Å⁻¹
Kohn-Sham gap ... 9.519 eV
Energy above the lowest of the compared OMol25 structures with the same formula, charge and spin ... 78.1 kcal per mole
E_LUMO ... 0.0184 Ha
SMILES ... C=C(n1ccnc1)n1ccnc1

The geometry in XYZ format:
```
20
C8H8N4 | OMol25 | ωB97M-V with the def2-TZVPD basis set
N 1.29213 -0.16447 -0.07237
N -1.27024 -0.24412 -0.16129
N -3.25828 0.61306 0.11476
N 2.72126 0.49330 1.44981
C 2.11944 0.79887 -0.68465
C -2.47318 -0.02899 -0.72919
C 1.69401 -0.27072 1.20197
C -1.29479 0.27230 1.11868
C -2.49429 0.87752 1.20042
C -0.20825 -0.88566 -0.77035
C -0.20062 -1.75714 -1.68981
C 2.96077 1.17887 0.30186
H 3.73051 1.94244 0.38263
H -2.72581 -0.45889 -1.68738
H 0.70095 -2.05789 -2.11329
H -2.75506 1.35558 2.17151
H 2.02759 1.11125 -1.77196
H -0.47265 0.27572 1.83177
H 1.14414 -0.91173 1.86269
H -1.23765 -2.13929 -1.95582
```

6.
The following is a quantum chemistry calculation of a cluster of 2 separate species, C3H12N3O in total in a non-equilibrium geometry, from OMol25.

E ... -9815.938 eV
F_max ... 6.224 eV Å⁻¹
Kohn-Sham gap ... 11.192 eV
Energy above the lowest of the compared OMol25 structures with the same formula, charge and spin ... 66.3 kcal per mole
Total charge ... +1
E_LUMO ... -0.1101 Ha

The geometry in XYZ format:
```
19
C3H12N3O | OMol25 | ωB97M-V with the def2-TZVPD basis set
O -1.26915 1.26953 1.13317
N -0.50990 -1.43381 0.68393
N 1.33551 -2.63786 -0.25385
N 0.56654 -0.86152 -1.46732
C 0.49591 -1.64150 -0.33497
C -0.01494 0.48831 -1.50176
C -0.57239 2.37050 1.42193
H 0.56322 1.18540 -0.66045
H -0.85215 -0.48538 0.70394
H 1.19660 -1.09699 -2.22966
H 1.77719 -2.93357 -1.10131
H 1.63529 -3.07247 0.57057
H 0.13834 0.96955 -2.47882
H -1.18854 0.39188 -1.20795
H -0.35152 -1.83260 1.57588
H -0.26383 2.84850 0.48171
H -2.02143 1.57096 0.46672
H 0.38195 1.94593 2.08345
H -1.04669 2.95514 2.11479
```